# 1
{"formula": "C16H31F3P2Pd", "method": "ωB97M-V/def2-TZVPD", "elements": ["P", "P", "C", "C", "H", "H", "H", "H", "C", "H", "H", "H", "C", "H", "H", "H", "C", "H", "H", "H", "C", "H", "H", "H", "Pd", "C", "C", "C", "C", "C", "C", "C", "C", "C", "H", "H", "H", "H", "H", "H", "H", "H", "H", "H", "H", "H", "H", "H", "H", "F", "C", "F", "F"], "coordinates": [[2.02, 0.85, -0.24], [-1.00, -1.29, -1.08], [1.55, 0.01, -1.84], [0.10, -0.14, -2.24], [2.01, -0.98, -1.73], [2.09, 0.49, -2.66], [-0.42, 0.82, -2.35], [0.08, -0.63, -3.23], [-0.43, -2.86, -1.87], [-1.12, -3.65, -1.53], [0.62, -3.12, -1.62], [-0.50, -2.75, -2.97], [-2.66, -0.98, -2.06], [-2.28, -1.49, -2.95], [-2.82, 0.11, -2.14], [-3.64, -1.67, -1.90], [3.87, 0.52, 0.42], [4.40, 1.44, 0.72], [4.49, 0.12, -0.39], [3.99, -0.19, 1.26], [3.00, 2.23, -1.22], [2.33, 2.85, -1.84], [3.75, 1.73, -1.86], [3.58, 2.91, -0.57], [-3.15, -1.19, -0.22], [0.26, -0.81, 0.77], [1.70, -0.56, 0.95], [1.89, -0.18, 2.40], [1.56, 1.27, 2.61], [1.65, 2.10, 1.36], [0.69, 2.18, 0.27], [-0.71, 1.60, 0.39], [-0.70, 0.29, 1.13], [-4.12, 0.57, 0.37], [-0.06, -1.77, 1.21], [2.32, -1.40, 0.60], [2.84, -0.45, 2.82], [1.23, -0.74, 3.04], [0.53, 1.42, 2.97], [2.22, 1.73, 3.35], [2.42, 2.89, 1.38], [0.77, 3.10, -0.35], [-1.14, 1.53, -0.62], [-1.39, 2.30, 0.92], [-0.62, 0.45, 2.19], [-1.72, -0.12, 1.08], [-5.14, 0.26, 0.64], [-4.28, 1.26, -0.50], [-3.64, 1.13, 1.22], [-3.51, -2.18, 2.43], [-3.98, -2.57, 1.19], [-3.61, -3.88, 1.02], [-5.35, -2.52, 1.25]], "mulliken_spin": [0.04, -0.04, 0.13, 0.00, -0.01, 0.00, 0.00, 0.00, 0.01, -0.01, 0.00, 0.01, -0.02, 0.00, 0.01, 0.03, 0.40, 0.01, 0.01, 0.00, 0.37, 0.01, 0.00, 0.01, 0.93, -0.01, 0.15, 0.05, 0.03, 0.56, 0.15, 0.08, -0.18, 0.56, 0.04, -0.02, 0.00, 0.00, 0.02, 0.01, -0.02, -0.02, 0.00, 0.02, 0.02, 0.03, 0.03, 0.01, -0.01, 0.08, 0.42, 0.05, 0.05], "s_squared": 6.02, "total_charge": 2, "energy_ha": -1737.39732, "orbital_gap_ev": [6.2272, 6.4018], "e_above_lowest_kcal_mol": 137.2, "multiplicity": 5}



# 2
{"formula": "C16H31NO3P2Zr", "method": "ωB97M-V/def2-TZVPD", "elements": ["Zr", "P", "P", "N", "H", "C", "H", "H", "H", "C", "H", "H", "H", "C", "H", "H", "H", "C", "H", "H", "H", "C", "H", "H", "H", "C", "H", "H", "H", "C", "C", "C", "C", "C", "C", "H", "H", "H", "H", "H", "C", "O", "C", "H", "H", "H", "C", "H", "H", "H", "O", "C", "O", "H"], "coordinates": [[0.01, 0.41, -0.13], [-2.46, -0.54, -0.81], [2.50, 0.76, 1.20], [0.62, -1.49, -0.38], [-0.53, 0.66, -1.88], [-2.98, 0.03, -2.47], [-3.99, -0.33, -2.70], [-2.25, -0.36, -3.19], [-2.93, 1.12, -2.50], [-3.84, -0.04, 0.27], [-4.81, -0.31, -0.17], [-3.81, 1.05, 0.44], [-3.73, -0.53, 1.24], [-2.66, -2.35, -0.88], [-3.68, -2.62, -1.20], [-2.46, -2.77, 0.11], [-1.93, -2.75, -1.59], [3.78, 1.62, 0.19], [4.81, 1.59, 0.61], [3.49, 2.65, -0.04], [3.84, 1.05, -0.75], [2.21, 1.63, 2.80], [3.16, 1.92, 3.27], [1.66, 0.94, 3.46], [1.59, 2.54, 2.65], [3.30, -0.83, 1.58], [4.29, -0.66, 2.03], [3.39, -1.38, 0.63], [2.63, -1.40, 2.25], [0.96, -2.76, -0.66], [1.78, -4.47, -2.26], [1.38, -3.17, -1.99], [0.91, -3.83, 0.33], [1.32, -5.12, 0.03], [1.75, -5.45, -1.26], [2.11, -4.73, -3.26], [1.40, -2.41, -2.77], [0.57, -3.58, 1.34], [1.29, -5.88, 0.80], [2.07, -6.47, -1.49], [-1.73, 2.78, 0.89], [-1.38, 1.58, 1.19], [-2.04, 3.16, -0.53], [-1.94, 4.26, -0.60], [-3.05, 2.87, -0.86], [-1.31, 2.70, -1.21], [-1.73, 3.87, 1.89], [-1.02, 4.62, 1.52], [-1.39, 3.54, 2.88], [-2.71, 4.37, 1.97], [1.50, 4.17, 0.98], [0.89, 3.66, 0.03], [0.80, 2.37, -0.26], [0.33, 4.29, -0.73]], "mulliken_charge": [0.75, 1.25, 0.90, -0.68, 0.03, -1.39, 0.44, 0.36, 0.32, -1.20, 0.42, 0.24, 0.34, -1.19, 0.45, 0.33, 0.31, -1.26, 0.41, 0.32, 0.30, -1.17, 0.39, 0.30, 0.26, -1.10, 0.46, 0.24, 0.28, -0.29, -0.46, -0.41, -0.14, -0.47, -0.31, 0.33, 0.37, 0.34, 0.33, 0.35, 1.00, -0.63, -0.98, 0.38, 0.39, 0.32, -1.43, 0.34, 0.33, 0.42, -0.56, -0.17, -0.58, 0.39], "total_charge": 0, "energy_ha": -1638.50329, "orbital_gap_ev": 5.3457, "e_above_lowest_kcal_mol": 9.9}



# 3
{"formula": "C16H31NP2Pt", "method": "ωB97M-V/def2-TZVPD", "elements": ["P", "P", "C", "C", "H", "H", "H", "H", "C", "H", "H", "H", "C", "H", "H", "H", "C", "H", "H", "H", "C", "H", "H", "H", "Pt", "C", "C", "C", "C", "C", "C", "C", "C", "C", "H", "H", "H", "H", "H", "H", "H", "H", "H", "H", "H", "H", "H", "H", "H", "N", "C"], "coordinates": [[2.30, 0.25, -1.34], [-0.09, 1.25, 3.43], [-0.19, 1.42, 0.65], [-0.91, 1.89, 1.89], [-0.60, 0.59, -0.14], [-0.06, 2.27, -0.03], [-1.09, 3.00, 1.95], [-1.92, 1.49, 2.04], [-0.81, -0.38, 3.98], [-0.33, -0.58, 4.96], [-0.53, -1.19, 3.28], [-1.90, -0.27, 4.03], [-0.64, 2.60, 4.50], [-1.45, 2.23, 5.15], [-1.00, 3.44, 3.89], [0.24, 2.92, 5.10], [2.55, -1.28, -2.34], [3.51, -1.61, -2.70], [1.87, -1.21, -3.15], [2.23, -2.08, -1.69], [1.98, 1.53, -2.56], [1.22, 2.21, -2.14], [1.61, 1.03, -3.46], [2.88, 2.12, -2.79], [0.49, -0.75, 0.19], [-2.36, -0.23, 0.02], [-1.51, -1.29, 0.51], [-1.62, -2.74, -0.04], [-1.24, -2.70, -1.48], [-0.11, -1.63, -1.51], [-0.41, -0.34, -2.11], [-1.73, 0.29, -2.36], [-2.87, -0.03, -1.36], [4.02, 0.53, -0.90], [-2.82, 0.48, 0.69], [-1.19, -1.19, 1.58], [-2.53, -3.30, 0.19], [-0.83, -3.22, 0.52], [-0.80, -3.66, -1.81], [-2.07, -2.46, -2.19], [0.77, -2.25, -1.75], [0.25, -0.08, -2.93], [-1.98, -0.06, -3.37], [-1.70, 1.39, -2.44], [-3.62, 0.79, -1.36], [-3.36, -0.94, -1.69], [4.01, 1.25, -0.08], [4.74, 0.92, -1.66], [4.21, -0.54, -0.60], [3.15, 0.20, 2.08], [2.26, -0.10, 1.35]], "mulliken_spin": [0.15, 0.04, 0.91, 0.10, -0.23, -0.04, 0.02, 0.02, 0.00, 0.00, 0.00, 0.00, 0.00, 0.00, 0.00, 0.00, 0.01, 0.00, 0.00, 0.00, 0.03, 0.00, 0.00, 0.00, 0.24, 0.64, -0.29, 0.03, -0.01, 0.03, 0.03, 0.05, -0.02, 0.03, 0.04, 0.02, -0.01, 0.01, 0.00, 0.00, 0.02, 0.01, -0.01, 0.02, 0.00, 0.02, 0.00, 0.01, 0.00, 0.00, 0.14], "s_squared": 2.16, "total_charge": 0, "energy_ha": -1484.59648, "orbital_gap_ev": [5.6408, 6.0606], "e_above_lowest_kcal_mol": 150.4, "multiplicity": 3}



# 4
{"formula": "C16H31NP2W", "method": "ωB97M-V/def2-TZVPD", "elements": ["P", "P", "C", "C", "H", "H", "H", "H", "C", "H", "H", "H", "C", "H", "H", "H", "C", "H", "H", "H", "C", "H", "H", "H", "W", "C", "C", "C", "C", "C", "C", "C", "C", "C", "H", "H", "H", "H", "H", "H", "H", "H", "H", "H", "H", "H", "H", "H", "H", "N", "C"], "coordinates": [[-0.77, 2.52, 1.53], [-2.57, -0.50, 0.04], [-2.62, 2.06, 1.17], [-3.30, 0.67, 1.19], [-3.02, 2.76, 0.42], [-2.81, 2.51, 2.16], [-3.35, 0.29, 2.22], [-4.32, 0.79, 0.83], [-3.24, -0.07, -1.69], [-2.98, -0.98, -2.25], [-2.76, 0.77, -2.24], [-4.33, 0.11, -1.63], [-2.83, -2.20, 0.53], [-3.90, -2.47, 0.43], [-2.50, -2.29, 1.59], [-2.20, -2.84, -0.11], [-0.55, 4.27, 1.06], [0.48, 4.55, 1.35], [-1.31, 4.89, 1.59], [-0.66, 4.39, -0.03], [-0.43, 2.08, 3.28], [-0.82, 1.07, 3.50], [-0.90, 2.81, 3.96], [0.67, 2.09, 3.44], [-1.47, 1.43, -0.49], [-5.97, 1.91, 0.85], [-5.67, 2.29, -0.41], [-6.05, 3.61, -0.95], [-5.58, 4.83, -0.05], [-4.30, 4.60, 0.69], [-4.30, 4.20, 1.98], [-5.51, 3.71, 2.72], [-6.52, 2.82, 1.92], [0.65, 1.23, -0.13], [-6.05, 0.85, 1.15], [-5.32, 1.60, -1.18], [-7.14, 3.75, -1.10], [-5.61, 3.73, -1.96], [-5.49, 5.72, -0.70], [-6.43, 5.08, 0.61], [-3.38, 4.93, 0.18], [-3.43, 4.37, 2.64], [-6.10, 4.53, 3.16], [-5.14, 3.15, 3.59], [-7.01, 2.17, 2.66], [-7.33, 3.46, 1.55], [0.59, 0.29, 0.44], [1.26, 1.91, 0.46], [1.13, 1.05, -1.09], [0.10, -1.61, -1.70], [-0.38, -0.53, -1.49]], "mulliken_spin": [-0.12, -0.01, 0.19, -0.02, -0.06, 0.03, -0.01, 0.01, 0.07, 0.01, -0.03, 0.01, 0.02, 0.00, 0.00, 0.00, 0.03, 0.00, 0.00, -0.01, 0.01, 0.00, 0.00, 0.00, 1.96, -0.01, 0.02, -0.01, 0.00, 0.03, 0.01, 0.00, 0.00, -0.07, 0.00, 0.01, 0.00, 0.00, 0.00, 0.00, -0.03, 0.00, 0.00, 0.00, 0.00, 0.00, 0.02, 0.01, -0.01, 0.01, -0.03], "s_squared": 2.05, "total_charge": 2, "energy_ha": -1431.82814, "orbital_gap_ev": [6.5968, 6.3026], "e_above_lowest_kcal_mol": 57.6, "multiplicity": 3}